The following is a quantum chemistry calculation of a structure of composition C2HCdO3 in a non-equilibrium geometry, from the Open Molecules 2025 dataset.

Values from the calculation:
- calculated total energy (Ha) = -469.6736
- max |F| (Eh/bohr) = 0.0844
- HOMO (eV) = -13.43
- multiplicity = 1
- lowest unoccupied orbital energy (eV) = -8.2
- net charge = +1
- HOMO-LUMO gap (eV) = 5.27

Last column: Mulliken charge in e.
CARTESIAN COORDINATES (ANGSTROEM)
Cd 3.0255 -0.9005 0.3109  1.310
O 0.9194 -1.0916 0.1751  -0.446
O 1.7418 -0.8514 -1.0592  -0.441
O -1.9067 1.4280 0.2749  -0.451
C -0.0666 -0.2516 0.2713  0.121
C -1.0462 0.4508 0.3109  0.526
H -2.6672 1.2164 -0.2838  0.381

Atomic forces in eV per Å
Cd 3.785 0.047 2.121
O -2.069 -0.613 0.841
O -1.534 0.343 -2.670
O 0.304 -0.447 0.380
C -0.934 0.400 0.035
C 0.559 0.408 -0.753
H -0.112 -0.137 0.047